Density functional theory data (ωB97M-V with the def2-TZVPD basis set) for a molecular structure, C20H26BBr36FO4 at a distorted geometry.

Properties
- HOMO level: -10.180 eV
- E: -2554267.077 eV
- Largest force on an atom: 9.036 eV Å⁻¹
- LUMO level: -0.57 eV

Element x y z (Å)
C 5.212 1.946 -1.926
C 4.539 1.258 -3.251
B 2.988 1.699 -3.564
O 2.079 0.604 -4.057
C 2.341 3.204 -3.442
O 3.115 4.272 -2.736
C 2.091 5.284 -2.429
O 2.585 6.432 -1.943
O 0.701 4.840 -2.659
C 0.856 3.371 -2.760
C -0.490 2.949 -3.601
C -1.541 2.155 -2.592
C -0.858 0.895 -1.797
F -0.631 1.219 -0.363
H 6.226 1.404 -1.604
H 4.539 1.953 -0.968
H 5.504 3.067 -2.179
H 4.531 0.082 -3.068
H 5.271 1.435 -4.169
H 2.055 -0.102 -3.346
H 2.400 3.616 -4.560
H 0.964 3.068 -1.632
H -0.282 2.368 -4.602
H -1.040 3.957 -3.920
H -1.869 2.966 -1.780
H -2.501 1.755 -3.129
H -1.519 -0.084 -1.851
H 0.187 0.649 -2.260
C 2.632 -2.042 -0.416
Br 1.392 -1.935 -1.911
Br 3.778 -3.609 -0.537
Br 3.663 -0.405 -0.212
H 2.030 -2.156 0.491
C -5.495 3.227 -3.958
Br -5.967 2.189 -2.382
Br -3.935 4.348 -3.646
Br -5.274 2.099 -5.527
H -6.335 3.899 -4.162
C 2.726 -8.049 -0.749
Br 4.660 -8.145 -0.554
Br 1.854 -7.571 0.923
Br 2.203 -6.867 -2.202
H 2.381 -9.054 -1.014
C -1.327 -0.563 -6.163
Br -2.331 -1.294 -7.659
Br -2.180 1.023 -5.425
Br -0.985 -1.904 -4.796
H -0.353 -0.249 -6.554
C 2.098 1.315 3.457
Br 0.858 1.422 1.962
Br 3.244 -0.252 3.335
Br 3.128 2.952 3.661
H 1.496 1.201 4.364
C 6.692 -8.422 -4.218
Br 7.731 -8.659 -5.845
Br 7.184 -6.793 -3.276
Br 4.779 -8.510 -4.561
H 6.937 -9.260 -3.557
C -0.602 2.091 7.137
Br -1.842 2.198 5.642
Br 0.544 0.524 7.016
Br 0.428 3.728 7.341
H -1.204 1.977 8.045
C -0.912 -10.857 2.554
Br -0.317 -10.362 4.338
Br -1.913 -9.423 1.701
Br 0.563 -11.470 1.443
H -1.598 -11.702 2.669
C -9.253 3.978 0.094
Br -8.247 4.889 -1.300
Br -11.014 3.431 -0.525
Br -8.256 2.488 0.850
H -9.407 4.701 0.901
C 3.119 0.594 9.837
Br 2.914 -1.337 9.723
Br 2.419 1.298 11.510
Br 4.960 1.146 9.534
H 2.518 1.028 9.031
C -3.902 5.214 3.611
Br -5.086 5.519 5.124
Br -4.372 3.596 2.638
Br -3.813 6.763 2.438
H -2.897 5.062 4.017
C -5.429 0.216 4.338
Br -5.967 -1.097 3.007
Br -6.904 1.379 4.844
Br -4.602 -0.621 5.887
H -4.667 0.850 3.872

Atomic forces in eV per Å
1.1 0.7 0.0
0.8 -0.8 0.8
-0.4 -1.8 -0.2
1.3 2.1 2.3
-0.7 0.7 -1.2
-4.4 0.8 0.2
3.6 4.5 2.4
-4.3 -7.3 -3.3
5.3 0.7 0.7
0.0 0.3 -0.7
-0.5 -0.1 0.5
0.3 0.4 1.0
0.1 -0.1 -0.7
-0.6 -0.5 -2.6
-2.3 1.0 -0.9
1.1 0.1 -2.0
-0.7 -2.3 0.7
0.0 2.4 -0.6
-1.6 -0.3 1.8
0.4 0.8 -1.3
-0.8 -1.0 1.9
-0.6 -0.2 -2.2
0.0 1.1 2.5
1.4 -2.1 0.7
0.6 -1.9 -1.7
2.0 1.1 1.3
1.3 2.1 0.4
-2.0 0.5 1.1
0.1 0.0 0.5
0.3 -0.2 0.3
-0.3 0.4 0.0
-0.4 -0.6 -0.4
0.2 0.1 -0.4
-0.3 0.1 0.0
0.3 0.1 -0.4
-0.5 -0.2 -0.1
-0.4 0.5 0.4
0.4 -0.3 0.1
-0.1 -0.2 0.0
-0.5 0.1 0.0
0.3 -0.1 -0.4
0.1 -0.2 0.4
0.2 0.5 0.1
0.3 0.2 -0.2
0.2 0.1 0.4
0.2 -1.3 -1.1
-0.1 0.3 -0.3
-0.4 -0.2 0.2
-0.3 0.1 0.1
0.5 -0.1 0.4
-0.3 0.4 0.2
-0.2 -0.4 -0.1
0.3 0.0 -0.4
0.0 -0.2 0.1
-0.3 0.1 0.4
-0.1 -0.4 -0.3
0.5 0.1 0.0
-0.1 0.4 -0.3
-0.2 0.1 0.2
0.4 0.0 0.2
-0.2 0.3 0.0
-0.2 -0.5 -0.1
0.3 0.0 -0.4
-0.2 -0.1 0.0
-0.1 -0.1 -0.5
0.3 -0.3 0.2
-0.3 0.2 0.3
0.3 0.4 -0.1
0.0 0.1 0.1
-0.3 -0.1 0.4
0.5 0.1 0.1
-0.2 0.3 -0.2
0.1 -0.3 -0.4
-0.1 0.1 -0.2
0.1 0.5 0.0
0.2 -0.2 -0.4
-0.5 -0.2 0.1
0.3 -0.2 0.4
0.2 0.1 0.1
0.3 -0.1 -0.4
0.1 0.4 0.2
-0.1 -0.5 0.3
-0.4 0.0 -0.2
0.1 0.1 0.0
0.1 0.3 0.3
0.4 -0.3 -0.1
-0.3 0.1 -0.4
-0.3 -0.3 0.2